Formula: C66H168N12O21
Source: the Open Molecules 2025 dataset
Level of theory: the ωB97M-V functional and the def2-TZVPD basis

Calculated values
- multiplicity = 1
- SMILES string = COC[C@H](C)N.COC[C@H](C)N.COC[C@H](C)N.COCCNCCOC.COCCNCCOC.COCCNCCOC.COCCNCCOC.COCCNCCOC.COCCNCCOC.COCCNCCOC.COCCNCCOC.COCCNCCOC
- HOMO level (eV) = -8.36
- energy relative to the best compared isomer or geometry (same formula, charge and spin) (kJ/mol) = 238.0
- charge = 0
- largest force on an atom (eV Å⁻¹) = 3.02
- HOMO-LUMO gap (eV) = 8.79

Positions of all 267 atoms, in Å:
C (2.01859, 1.36551, 3.77137)
O (2.33738, 0.23426, 3.03767)
C (2.94291, -0.82836, 3.77587)
C (3.77115, -1.67861, 2.77245)
C (4.60571, -2.78955, 3.42445)
N (4.66949, -0.74566, 2.09742)
H (1.25289, 1.24239, 4.53730)
H (1.81792, 2.12815, 3.01890)
H (2.86897, 1.73254, 4.34604)
H (3.65652, -0.37893, 4.46643)
H (2.18462, -1.40943, 4.30069)
H (3.13597, -2.18315, 2.04438)
H (5.01604, -2.46270, 4.37991)
H (5.46222, -3.08158, 2.81683)
H (3.87550, -3.56063, 3.67010)
H (4.09502, 0.02292, 1.78216)
H (4.85402, -1.16095, 1.19543)
C (-1.50746, 6.94358, -0.77161)
O (-2.78126, 6.37481, -0.58080)
C (-2.94182, 5.58415, 0.54125)
C (-2.57520, 4.06564, 0.35188)
C (-3.20445, 3.43368, -0.86905)
N (-2.97814, 3.29163, 1.51298)
H (-1.53802, 7.49454, -1.71161)
H (-0.66591, 6.26280, -0.89988)
H (-1.22882, 7.66209, -0.00077)
H (-2.34036, 6.02882, 1.33410)
H (-3.97758, 5.66806, 0.87027)
H (-1.49269, 3.94003, 0.32931)
H (-2.94264, 3.96699, -1.78291)
H (-4.28687, 3.45962, -0.74331)
H (-2.92639, 2.38521, -0.97625)
H (-3.97751, 3.27594, 1.65826)
H (-2.72334, 2.32033, 1.40451)
C (3.88123, -1.53336, -1.35113)
O (4.88442, -2.11534, -0.51513)
C (5.99803, -2.52736, -1.31235)
C (7.07298, -3.19938, -0.37082)
C (7.68036, -2.31149, 0.70551)
N (8.19276, -3.75809, -1.10415)
H (3.55022, -2.29172, -2.06066)
H (4.23830, -0.62694, -1.84001)
H (2.98847, -1.36002, -0.75027)
H (5.71199, -3.13913, -2.16794)
H (6.49327, -1.67474, -1.77696)
H (6.56463, -3.99210, 0.17807)
H (6.88054, -1.98154, 1.36847)
H (7.99998, -1.34048, 0.32725)
H (8.56051, -2.73558, 1.18881)
H (7.68611, -4.39410, -1.70323)
H (8.64289, -4.40158, -0.46901)
C (-2.35654, -2.48687, -8.25185)
O (-1.45928, -3.35813, -7.58778)
C (-0.24853, -3.52165, -8.27138)
C (0.69535, -4.26880, -7.32092)
N (0.92943, -3.40025, -6.15628)
C (1.45519, -4.05305, -4.95706)
C (1.46880, -3.10208, -3.79478)
O (0.16242, -2.65765, -3.49681)
C (0.19277, -1.43650, -2.84907)
H (-2.81402, -2.92011, -9.14129)
H (-1.93520, -1.52812, -8.55414)
H (-3.14648, -2.28706, -7.52785)
H (0.18432, -2.57924, -8.60697)
H (-0.41990, -4.12407, -9.16346)
H (1.60677, -4.58491, -7.82834)
H (0.15559, -5.17923, -7.06039)
H (0.05826, -3.04516, -5.78876)
H (2.48325, -4.39625, -5.07289)
H (0.83178, -4.93788, -4.82849)
H (2.12608, -2.24814, -3.95870)
H (1.88686, -3.63673, -2.94186)
H (-0.84169, -1.13942, -2.67666)
H (0.78399, -0.64131, -3.30320)
H (0.62501, -1.68341, -1.87937)
C (4.42675, 4.88403, 0.51282)
O (5.12968, 5.27985, 1.68651)
C (5.03334, 4.26851, 2.69226)
C (5.58400, 4.85174, 3.99235)
N (7.03368, 4.73613, 4.07812)
C (7.48515, 5.22313, 5.39323)
C (9.04951, 5.14894, 5.51394)
O (9.54045, 5.95243, 6.57992)
C (10.71199, 5.35995, 7.10582)
H (4.31646, 5.80141, -0.06540)
H (3.41706, 4.56859, 0.77573)
H (5.00203, 4.10393, 0.01422)
H (5.68553, 3.48172, 2.31317)
H (4.03318, 3.87439, 2.87239)
H (5.11547, 4.45824, 4.89442)
H (5.46446, 5.93398, 4.04305)
H (7.37942, 3.80938, 3.87393)
H (7.15117, 4.57094, 6.20019)
H (7.07694, 6.22288, 5.54148)
H (9.57894, 5.51593, 4.63467)
H (9.31323, 4.09168, 5.54142)
H (11.08203, 5.99301, 7.91230)
H (11.43915, 5.36992, 6.29389)
H (10.48685, 4.39178, 7.55309)
C (-5.09875, -2.09382, -2.25337)
O (-5.39576, -1.02020, -1.30966)
C (-5.95779, 0.11996, -2.02597)
C (-6.09197, 1.17004, -0.95826)
N (-6.93901, 0.80242, 0.17338)
C (-7.12848, 1.80508, 1.19456)
C (-7.55999, 1.08363, 2.51684)
O (-6.59486, 0.16678, 2.99922)
C (-6.80293, -0.13770, 4.34970)
H (-5.87625, -2.41285, -2.94751)
H (-4.85128, -2.96914, -1.65282)
H (-4.21389, -1.80232, -2.81919)
H (-6.98470, -0.09748, -2.31968)
H (-5.32725, 0.44219, -2.85463)
H (-6.51346, 2.10127, -1.33677)
H (-5.11501, 1.54574, -0.65413)
H (-6.55648, -0.05354, 0.54901)
H (-7.90106, 2.48509, 0.83564)
H (-6.19426, 2.30580, 1.44874)
H (-8.41713, 0.43178, 2.34805)
H (-7.84662, 1.82877, 3.25893)
H (-6.78352, 0.77845, 4.93995)
H (-6.09887, -0.91496, 4.64681)
H (-7.77716, -0.59597, 4.51987)
C (-9.58800, -4.42267, -0.91070)
O (-8.65576, -4.21800, 0.15672)
C (-7.44239, -3.67384, -0.24603)
C (-6.80877, -2.89980, 0.95879)
N (-6.41457, -3.92047, 1.88037)
C (-5.97831, -3.46772, 3.17111)
C (-5.62846, -4.68117, 4.02434)
O (-6.83680, -5.30173, 4.56357)
C (-6.62539, -6.27797, 5.53690)
H (-10.49347, -4.91404, -0.55464)
H (-9.18648, -5.17483, -1.58977)
H (-9.93463, -3.53083, -1.43279)
H (-7.57242, -3.11302, -1.17160)
H (-6.84818, -4.54246, -0.52979)
H (-7.53625, -2.27037, 1.47131)
H (-5.93954, -2.27166, 0.76392)
H (-7.22189, -4.51597, 1.99747)
H (-6.75142, -2.88196, 3.66839)
H (-5.08752, -2.84366, 3.09936)
H (-4.90013, -4.37837, 4.77663)
H (-5.19496, -5.45299, 3.38836)
H (-5.80235, -6.94188, 5.27244)
H (-7.54028, -6.86126, 5.64109)
H (-6.39359, -5.79425, 6.48578)
C (6.28560, 1.69101, -1.35754)
O (5.24410, 1.61069, -2.31310)
C (5.66594, 1.12936, -3.58649)
C (4.61420, 1.14683, -4.66731)
N (4.56907, 2.46661, -5.24806)
C (3.24116, 2.68836, -5.76947)
C (3.33649, 3.82150, -6.81893)
O (3.82340, 5.05257, -6.23716)
C (3.70998, 6.16635, -7.09443)
H (7.05512, 2.31941, -1.80594)
H (6.65811, 0.69813, -1.10552)
H (5.84052, 2.04204, -0.42653)
H (6.03323, 0.10537, -3.51839)
H (6.50594, 1.71728, -3.95644)
H (3.66090, 0.89864, -4.20070)
H (4.68632, 0.32512, -5.37982)
H (4.82875, 3.17850, -4.58030)
H (2.55946, 3.01975, -4.98616)
H (2.90197, 1.80936, -6.31758)
H (2.35230, 3.95263, -7.26869)
H (3.96237, 3.47485, -7.64125)
H (4.38373, 6.06993, -7.94582)
H (3.80256, 7.08249, -6.51116)
H (2.79083, 6.24907, -7.67446)
C (-0.28584, -4.03320, -0.22984)
O (-1.31333, -3.47878, 0.62793)
C (-2.66407, -3.75622, 0.27213)
C (-3.06219, -5.20909, 0.63504)
N (-4.44922, -5.42817, 0.35784)
C (-4.68754, -6.85636, 0.46152)
C (-6.20024, -7.22839, 0.51875)
O (-6.56108, -8.31300, -0.30057)
C (-7.80733, -8.86550, 0.02062)
H (-0.41722, -3.60047, -1.22160)
H (-0.39487, -5.11614, -0.28860)
H (0.74131, -3.80217, 0.05246)
H (-2.71927, -3.69126, -0.81453)
H (-3.37453, -3.06814, 0.73026)
H (-2.80381, -5.44555, 1.66723)
H (-2.49130, -5.94124, 0.06395)
H (-5.05534, -4.93556, 0.99820)
H (-4.26811, -7.33938, 1.34406)
H (-4.21171, -7.38858, -0.36215)
H (-6.88122, -6.42083, 0.25004)
H (-6.42420, -7.43693, 1.56491)
H (-8.61586, -8.22302, -0.32808)
H (-7.90319, -9.06933, 1.08709)
H (-7.94479, -9.78086, -0.55498)
C (9.80052, 3.39933, -6.27570)
O (9.21070, 4.61305, -5.78911)
C (7.88177, 4.36614, -5.28526)
C (7.28483, 5.72844, -4.77595)
N (5.86972, 5.51317, -4.21609)
C (5.30028, 6.71629, -3.65751)
C (3.82057, 6.45634, -3.35846)
O (3.32241, 7.36021, -2.35004)
C (2.02440, 7.00335, -1.90876)
H (10.87385, 3.57132, -6.35627)
H (9.37190, 3.19577, -7.25700)
H (9.53176, 2.48964, -5.73873)
H (7.91418, 3.60130, -4.50933)
H (7.30424, 3.95408, -6.11277)
H (7.16351, 6.28879, -5.70298)
H (7.85356, 6.32374, -4.06162)
H (5.23784, 5.06964, -4.86734)
H (5.48930, 7.47743, -4.41450)
H (5.82709, 7.12997, -2.79760)
H (3.72118, 5.42073, -3.03331)
H (3.24376, 6.58165, -4.27481)
H (1.27713, 7.28728, -2.64976)
H (1.69450, 7.51792, -1.00628)
H (1.96063, 5.94337, -1.66281)
C (-2.36459, -3.89428, 3.96166)
O (-2.50398, -3.52887, 5.35661)
C (-2.56012, -2.11319, 5.51334)
C (-3.19015, -1.70930, 6.91128)
N (-4.65218, -2.02276, 6.81270)
C (-5.23998, -1.67352, 8.08153)
C (-6.73852, -2.10392, 8.15032)
O (-6.83829, -3.49187, 7.97981)
C (-8.20827, -3.89288, 7.76529)
H (-2.14635, -4.96212, 3.94811)
H (-1.51370, -3.33442, 3.57351)
H (-3.24034, -3.70118, 3.34210)
H (-3.23396, -1.72449, 4.74982)
H (-1.56327, -1.70895, 5.33733)
H (-3.01757, -0.64865, 7.09389)
H (-2.74411, -2.33084, 7.68770)
H (-4.77098, -3.00310, 6.60075)
H (-5.23969, -0.59473, 8.23744)
H (-4.74002, -2.12373, 8.93912)
H (-7.33433, -1.58404, 7.40010)
H (-7.16527, -1.73284, 9.08214)
H (-8.56941, -3.50830, 6.81147)
H (-8.85422, -3.42440, 8.50784)
H (-8.34425, -4.97426, 7.74973)
C (-3.24212, -0.30746, 1.63472)
O (-2.07983, 0.46576, 1.30663)
C (-0.95259, -0.31695, 0.98171)
C (0.25513, 0.65703, 0.77465)
N (0.26932, 1.11391, -0.59852)
C (1.46095, 1.93953, -0.80075)
C (1.27131, 2.58888, -2.16202)
O (0.22611, 3.50718, -2.20617)
C (0.06283, 4.26507, -3.41936)
H (-3.02094, -1.01496, 2.43386)
H (-3.73553, -0.87087, 0.84275)
H (-3.98074, 0.37940, 2.04796)
H (-1.10928, -0.81056, 0.02259)
H (-0.78475, -1.13960, 1.67682)
H (1.18182, 0.10844, 0.94311)
H (0.27767, 1.38511, 1.58550)
H (-0.49553, 1.73108, -0.83135)
H (2.37349, 1.35357, -0.69111)
H (1.51422, 2.73467, -0.05709)
H (1.23543, 1.74872, -2.85552)
H (2.15466, 3.10352, -2.54008)
H (-0.73217, 5.00642, -3.33888)
H (-0.08444, 3.51250, -4.19398)
H (0.95507, 4.83303, -3.68286)

Forces on atoms 1 to 3 (eV/Å):
0.6 0.8 0.2
0.0 -1.2 -0.1
0.5 -0.1 -1.0

Formula: C4H14O2S2
Source: the Open Molecules 2025 dataset
Level of theory: the ωB97M-V functional and the def2-TZVPD basis

Calculated values
- multiplicity = 2
- HOMO level (alpha / beta) (eV) = 0.75 / -3.16
- energy relative to the best compared isomer or geometry (same formula, charge and spin) (kJ/mol) = 313.5
- charge = -1
- largest force on an atom (eV Å⁻¹) = 5.62
- HOMO-LUMO gap (alpha / beta) (eV) = 1.28 / 5.19
- ⟨S²⟩ = 0.753

Positions of all 22 atoms, in Å:
C (-1.10569, 1.41142, 1.56038)
C (0.06773, 0.90145, 0.79102)
C (-0.70740, 2.57135, 2.51406)
S (-1.12074, 4.26357, 1.75966)
S (-0.81990, 4.30641, -0.25720)
C (-1.79968, 3.29217, -1.46104)
H (-2.07012, 1.63475, 0.98142)
H (-1.52998, 0.61375, 2.17737)
H (0.76952, 0.27902, 1.29389)
H (-0.38169, 0.27887, -0.00980)
H (0.62074, 1.56697, 0.15933)
H (-1.21805, 2.58544, 3.52020)
H (0.34040, 2.60227, 2.63548)
H (-2.41557, 2.47247, -1.13246)
H (-2.51750, 4.00141, -1.93252)
H (-1.21780, 2.71027, -2.17368)
H (0.95073, -6.02858, 0.23271)
H (2.08791, -6.89392, -0.14264)
O (1.76174, -5.94358, -0.14914)
H (3.62432, -5.21270, -4.12405)
H (3.54357, -5.99603, -2.82244)
O (3.13749, -5.41676, -3.42053)

Forces on atoms 1 to 3 (eV/Å):
-1.6 0.9 1.4
-1.3 -1.2 -2.6
-1.8 1.0 -0.5

Formula: C62H50KN6P
Source: the Open Molecules 2025 dataset
Level of theory: the ωB97M-V functional and the def2-TZVPD basis

Calculated values
- multiplicity = 1
- HOMO level (eV) = -5.23
- energy relative to the best compared isomer or geometry (same formula, charge and spin) (kJ/mol) = 3.5
- charge = 0
- largest force on an atom (eV Å⁻¹) = 0.61
- HOMO-LUMO gap (eV) = 5.20

Positions of all 120 atoms, in Å:
K (-0.05916, -0.13862, -0.94524)
C (-3.01938, 3.79499, 2.62552)
N (-2.79948, 2.92835, 1.47167)
C (-1.62532, 2.33375, 1.09834)
N (-1.77847, 1.68485, -0.03329)
C (-3.07873, 1.85362, -0.41670)
C (-3.73513, 2.62305, 0.50934)
C (-5.12530, 3.11918, 0.53240)
C (-5.95878, 2.89995, 1.62566)
C (-7.27151, 3.35254, 1.61324)
C (-7.76541, 4.01939, 0.49995)
C (-6.94197, 4.23344, -0.59770)
C (-5.62804, 3.78949, -0.57934)
C (-3.59127, 1.19904, -1.64145)
C (-2.76534, 1.06707, -2.75713)
C (-3.20854, 0.40717, -3.89399)
C (-4.49107, -0.12076, -3.93420)
C (-5.32428, 0.01039, -2.82914)
C (-4.87611, 0.66073, -1.68851)
P (-0.15067, 2.36099, 2.16818)
C (1.23559, 2.58926, 1.01344)
N (1.40751, 2.11218, -0.20238)
C (2.63360, 2.56499, -0.63193)
C (3.22146, 3.30491, 0.36642)
N (2.31804, 3.32473, 1.40474)
C (2.52498, 3.96533, 2.69892)
C (4.55364, 3.94003, 0.47654)
C (4.69391, 5.32547, 0.49352)
C (5.95238, 5.90578, 0.58473)
C (7.08348, 5.10283, 0.65269)
C (6.95142, 3.72032, 0.63143)
C (5.69272, 3.14273, 0.54728)
C (3.15752, 2.25444, -1.98774)
C (4.24262, 2.94611, -2.53230)
C (4.73806, 2.61266, -3.78450)
C (4.15766, 1.58689, -4.52284)
C (3.06452, 0.91019, -4.00522)
C (2.57063, 1.25242, -2.75515)
C (-0.01026, 0.57904, 2.54634)
N (0.11874, -0.38585, 1.65922)
C (0.11110, -1.56148, 2.36481)
C (-0.01896, -1.29744, 3.70594)
N (-0.09122, 0.07294, 3.80741)
C (-0.20427, 0.83710, 5.04585)
C (-0.03802, -2.20742, 4.86766)
C (0.93094, -3.20212, 4.97536)
C (0.91024, -4.08882, 6.04156)
C (-0.07396, -3.98790, 7.01703)
C (-1.04649, -3.00388, 6.91349)
C (-1.03152, -2.12406, 5.83971)
C (0.21700, -2.86765, 1.68608)
C (1.21528, -3.07129, 0.73669)
C (1.31333, -4.28128, 0.06597)
C (0.42184, -5.30541, 0.35781)
C (-0.57834, -5.10782, 1.29977)
C (-0.68536, -3.89149, 1.95942)
H (-2.12584, 4.38106, 2.81598)
H (-3.26142, 3.21730, 3.51670)
H (-3.84616, 4.46481, 2.40662)
H (-5.58319, 2.35588, 2.48556)
H (-7.91132, 3.17268, 2.46762)
H (-8.79051, 4.36694, 0.48528)
H (-7.32226, 4.74781, -1.47089)
H (-4.98354, 3.94890, -1.43548)
H (-1.76283, 1.47987, -2.73885)
H (-2.53629, 0.28497, -4.73338)
H (-4.83447, -0.64471, -4.81692)
H (-6.32099, -0.41266, -2.84792)
H (-5.52269, 0.73482, -0.82121)
H (3.53465, 4.36305, 2.72533)
H (2.41696, 3.24259, 3.50512)
H (1.81741, 4.77746, 2.85097)
H (3.81105, 5.94988, 0.41497)
H (6.05028, 6.98384, 0.59215)
H (8.06603, 5.55291, 0.71614)
H (7.83039, 3.09012, 0.67658)
H (5.58421, 2.06535, 0.51247)
H (4.70412, 3.75844, -1.98698)
H (5.58347, 3.15942, -4.18461)
H (4.55279, 1.31733, -5.49430)
H (2.59256, 0.10402, -4.55418)
H (1.69945, 0.72931, -2.39784)
H (0.30723, 0.30098, 5.84010)
H (-1.24524, 0.98353, 5.33102)
H (0.26296, 1.80770, 4.90961)
H (1.69350, -3.28406, 4.21019)
H (1.66538, -4.86129, 6.10938)
H (-0.08876, -4.68082, 7.84878)
H (-1.82627, -2.92828, 7.66034)
H (-1.81502, -1.38127, 5.74650)
H (1.91722, -2.27329, 0.52179)
H (2.06944, -4.40955, -0.69908)
H (0.48385, -6.24441, -0.17398)
H (-1.29494, -5.89427, 1.49887)
H (-1.47624, -3.72779, 2.68308)
C (-1.89539, -6.54238, -2.65661)
C (-2.82450, -5.56574, -2.31986)
C (-2.48830, -4.22139, -2.41800)
C (-1.21958, -3.80783, -2.83205)
C (-0.29390, -4.80420, -3.16043)
C (-0.63187, -6.14871, -3.08555)
C (-0.93018, -2.34475, -2.91795)
C (0.20496, -1.70228, -3.21907)
C (1.50773, -2.21239, -3.53897)
C (2.57656, -2.14981, -2.61258)
C (3.86469, -2.54302, -2.94290)
C (4.17033, -2.99375, -4.22214)
C (3.14211, -3.03156, -5.16318)
C (1.84845, -2.65942, -4.83693)
H (-2.15393, -7.59251, -2.59532)
H (-3.81718, -5.85143, -1.99097)
H (-3.22320, -3.46211, -2.16579)
H (0.69611, -4.51930, -3.49478)
H (0.10129, -6.89875, -3.36273)
H (-1.83625, -1.75331, -2.73214)
H (2.39539, -1.71310, -1.63355)
H (4.64861, -2.46922, -2.19630)
H (5.17801, -3.28761, -4.48423)
H (3.35361, -3.36622, -6.17312)
H (1.06561, -2.70283, -5.58574)

Forces on atoms 1 to 3 (eV/Å):
-0.1 -0.2 -0.3
0.0 -0.1 -0.2
0.0 0.2 0.2